No. 1
Density functional theory data (wB97M-V/def2-TZVPD) for a cluster of 2 separate species, C9H18ClO4 in total at a distorted geometry.

Geometry as XYZ:
```
32
Properties=species:S:1:pos:R:3:forces:R:3:nbo_charge:R:1
C 6.215377 1.963709 -0.447655 -0.50 0.18 -0.21 -0.962
C 5.306249 3.127866 -0.853851 0.57 -0.69 0.36 -0.550
C 3.893548 2.915494 -0.428195 -0.65 1.09 0.80 0.603
O 3.254705 3.630516 0.299273 0.31 -0.68 -0.47 -0.579
Cl 3.067989 1.415395 -1.014028 0.06 -0.15 -0.25 -0.178
H 7.073061 1.978271 -1.113476 0.33 -0.15 -0.12 0.142
H 6.545496 2.165471 0.569576 0.24 -0.07 0.27 0.136
H 5.575584 4.066584 -0.380981 -0.14 0.58 0.12 0.183
H 5.334154 3.293396 -1.921727 -0.19 -0.12 -0.52 0.210
C -4.753448 -2.476751 -0.949801 0.00 0.09 0.03 -0.244
O -3.878904 -1.655267 -0.218614 0.17 -0.11 -0.09 -0.541
C -3.602206 -2.172229 1.070823 -0.10 0.16 -0.04 -0.090
C -2.304492 -1.622194 1.618665 0.10 0.02 0.11 -0.091
O -1.146029 -2.239180 1.089485 -0.08 -0.06 -0.04 -0.543
C -0.713949 -1.813635 -0.199219 0.11 -0.05 -0.04 -0.090
C -0.014674 -0.475095 -0.205356 -0.18 0.16 -0.13 -0.097
O -0.963577 0.578821 -0.152806 -0.10 -0.07 0.25 -0.560
C -0.387828 1.787405 0.312628 -0.06 0.02 -0.11 -0.254
H -5.726572 -2.569288 -0.450449 -0.01 -0.06 -0.02 0.158
H -4.900045 -2.016295 -1.924804 -0.01 0.03 0.00 0.191
H -4.326759 -3.476990 -1.093880 -0.05 -0.02 0.03 0.162
H -3.539882 -3.266895 1.036817 0.01 -0.02 0.00 0.168
H -4.423610 -1.886956 1.744950 0.02 -0.11 0.07 0.162
H -2.282636 -1.855073 2.686223 -0.01 0.01 0.02 0.180
H -2.262775 -0.536451 1.511494 -0.06 0.01 -0.13 0.203
H -1.537869 -1.826648 -0.915214 -0.06 0.11 0.01 0.186
H 0.013072 -2.565534 -0.511116 0.01 -0.02 0.02 0.187
H 0.573765 -0.376044 -1.125642 0.12 -0.06 0.07 0.183
H 0.666217 -0.417848 0.650885 0.06 -0.01 -0.03 0.184
H 0.005097 1.663268 1.328281 0.09 0.02 -0.04 0.164
H -1.175554 2.539314 0.332731 -0.05 -0.03 -0.03 0.176
H 0.416499 2.122861 -0.345016 0.06 0.02 0.10 0.200
```
Forces are in eV/Å.

Computed properties:
- multiplicity = 1
- total charge = -1
- lowest unoccupied orbital energy (eV) = 2.6


No. 2
Density functional theory data (wB97M-V/def2-TZVPD) for a structure of composition C9H18CsFN2O6P2 at a distorted geometry.

Geometry as XYZ:
```
39
Properties=species:S:1:pos:R:3:forces:R:3:mulliken_charge:R:1
C -1.854965 -2.393348 0.715759 -0.88 0.10 -0.18 -1.341
C -1.853345 -0.954344 0.121624 -0.21 -0.91 -0.86 -0.937
P -0.304284 0.118582 0.334928 -0.64 -2.97 -1.27 3.076
F 1.129075 1.136117 0.493276 -4.86 1.60 1.98 -0.922
C 0.548250 -0.599928 -1.211649 1.82 0.34 -1.24 -1.407
C 0.873086 0.344148 -2.466177 2.49 -1.62 -0.62 -1.250
O -0.135527 0.319225 -3.495695 -0.46 1.11 0.95 -0.203
C 0.180286 1.136686 -4.523568 -1.76 -0.24 -0.44 0.132
O 1.273255 1.382353 -4.884451 1.95 0.50 -0.15 -0.447
C 0.698848 -1.206065 1.356698 2.86 1.00 1.68 -0.806
C 2.149893 -0.630898 1.852011 1.04 -1.42 1.32 0.491
C 2.256134 0.173532 3.238570 -0.95 -1.05 -1.64 -1.285
N 3.299646 -0.833716 1.189628 -2.59 -4.16 7.71 -1.304
O -0.845679 0.962957 1.791388 0.65 0.23 0.91 -0.534
C -1.664790 0.374712 2.573051 2.89 2.20 -3.08 0.526
N -2.456985 -0.164455 3.151061 -3.23 -2.30 2.99 -0.556
P -1.392732 1.756718 -0.787243 -0.71 2.97 0.91 0.845
O -0.526064 2.886362 -1.200395 0.44 -0.77 -0.79 -0.863
O -2.444117 2.482263 0.294182 0.14 -1.22 -0.79 -0.641
O -2.447403 1.218136 -1.904375 0.38 0.04 0.83 -0.579
H -2.829958 -2.846636 0.441982 0.45 0.16 0.21 0.426
H -1.788132 -2.441394 1.812083 0.14 0.05 -0.43 0.262
H -1.098074 -3.033402 0.226010 -0.15 0.38 0.41 0.282
H -1.904902 -1.160857 -0.970248 0.25 0.47 0.46 0.489
H -2.813924 -0.420142 0.265542 0.58 -0.23 0.69 0.538
H 1.610927 -0.920957 -0.861391 -2.70 -0.18 -0.87 0.435
H 0.145577 -1.557355 -1.589830 -0.25 0.60 0.20 0.183
H 1.265243 1.400032 -2.244609 -1.37 -1.37 -0.22 0.398
H 1.768708 -0.166150 -3.002137 -1.01 0.74 1.06 0.506
H -0.686085 1.561461 -5.072945 -0.12 -0.60 0.56 0.378
H 0.938550 -2.117519 0.791327 -0.35 0.40 0.00 0.281
H 0.244760 -1.523290 2.309826 -0.17 0.24 -0.42 0.626
H 1.243014 0.493724 3.533133 0.56 -0.02 0.05 0.247
H 2.662553 -0.542537 3.971234 -0.19 0.36 -0.16 0.372
H 2.930650 1.046101 3.158417 -0.31 -0.40 -0.09 0.409
H 4.037396 -0.344191 1.755404 -0.46 -0.81 -0.43 0.502
H -1.922743 3.172985 0.729659 -0.15 -0.13 -0.10 0.313
H -3.356218 1.249076 -1.562973 0.22 0.04 -0.09 0.379
Cs 3.070073 0.642014 -0.329105 6.66 6.87 -9.03 0.979
```
Forces are in eV/Å.

Computed properties:
- multiplicity = 1
- lowest unoccupied orbital energy (eV) = -0.4


No. 3
Density functional theory data (wB97M-V/def2-TZVPD) for a structure of composition C9H18CuNO11 at a distorted geometry.

Geometry as XYZ:
```
40
Properties=species:S:1:pos:R:3:forces:R:3:mulliken_spin:R:1
Cu 3.225096 -1.525088 8.561005 0.30 -2.24 2.24 0.831
O 2.626339 -0.396352 12.647485 -0.27 0.54 -0.13 0.004
C 3.087910 -1.376286 11.785130 0.85 -1.29 -0.63 0.006
O 3.446600 -2.434194 12.269855 -0.23 0.09 0.33 -0.001
O 3.114565 -1.021863 10.564312 -0.33 1.29 -1.12 0.067
H 2.703726 -0.821593 13.509048 0.01 -0.04 -0.02 0.000
O 7.440443 -2.552324 8.376707 -0.21 0.31 -0.19 0.001
C 6.207915 -2.789346 8.994648 -0.87 -0.19 1.35 0.001
O 6.262071 -3.464566 10.019560 0.18 0.11 -0.32 0.000
O 5.200125 -2.238865 8.466119 0.16 0.33 -1.12 0.013
H 8.001331 -2.892210 9.085948 0.28 -0.13 -0.27 0.000
O 0.701467 -4.999523 8.934424 -0.49 0.18 -0.26 0.001
C 1.957733 -4.492338 9.242739 1.50 0.35 0.26 0.001
O 2.130027 -3.274014 8.952379 -0.97 0.37 -0.59 0.012
O 2.763390 -5.273571 9.733052 -0.27 -0.32 -0.07 0.000
H 0.791312 -5.926722 9.182468 -0.01 0.01 0.07 0.000
C 1.001413 0.776192 9.201129 -0.49 0.57 0.30 -0.002
O 1.561227 -0.145460 8.296963 0.55 0.80 -0.54 0.005
C 0.677567 -0.655947 7.342793 -1.01 -1.15 0.45 0.000
C 1.425810 -1.238955 6.150948 0.24 1.34 -0.17 0.000
N 2.720514 -1.908044 6.433037 -0.26 1.00 0.55 0.062
C 3.893552 -1.254125 5.821789 1.04 -0.37 -1.34 -0.009
C 4.227323 0.162902 6.262025 -0.89 0.35 0.22 0.002
O 4.179333 0.264162 7.663475 -0.03 -0.27 0.15 0.002
C 4.186126 1.581996 8.155640 -0.55 0.15 -0.68 -0.001
H 1.747791 1.407619 9.676932 0.44 -0.53 -0.02 0.000
H 0.446262 0.268655 9.990579 -0.10 -0.02 -0.06 0.000
H 0.373469 1.485244 8.646532 -0.28 -0.24 0.02 0.001
H -0.054570 0.063116 6.949708 0.39 0.45 0.12 0.000
H 0.050256 -1.400203 7.852697 0.23 -0.31 -0.19 -0.001
H 1.647772 -0.390595 5.489251 -0.10 -0.11 -0.08 0.000
H 0.694225 -1.853199 5.624938 0.35 -0.38 -0.03 0.001
H 2.615423 -2.810455 5.989922 0.56 -0.45 0.81 -0.001
H 3.764558 -1.216757 4.727458 -0.06 0.20 0.03 0.003
H 4.778982 -1.874633 5.964702 -0.27 -0.24 0.50 0.001
H 3.476268 0.806418 5.770157 0.04 0.34 0.45 0.000
H 5.210459 0.540851 5.967374 0.06 -0.53 -0.53 0.000
H 3.234012 2.065885 7.895488 -0.02 0.03 0.12 0.000
H 4.962995 2.157106 7.641721 0.27 0.00 0.39 0.000
H 4.286213 1.542553 9.234984 0.25 -0.01 0.01 0.001
```
Forces are in eV/Å.

Computed properties:
- multiplicity = 2
- total charge = -1
- lowest unoccupied orbital energy (alpha / beta) (eV) = 2.4 / 2.3
- ⟨S²⟩ = 0.7515
- energy above the lowest of the compared OMol25 structures with the same formula, charge and spin (eV) = 0.778


No. 4
Density functional theory data (wB97M-V/def2-TZVPD) for a structure of composition C9H18EuNOP at a distorted geometry.

Geometry as XYZ:
```
31
Properties=species:S:1:pos:R:3:forces:R:3:mulliken_spin:R:1
Eu 0.265549 0.042624 -0.002129 2.80 9.02 6.37 6.712
H 1.088298 -1.317010 0.682980 2.91 -4.78 -3.18 -0.013
H 1.102253 -1.466708 -0.335088 2.20 -4.07 3.44 -0.048
P 0.484931 -0.051536 -2.433001 0.98 -0.63 -4.85 -0.103
C -1.049364 -0.465734 -3.317932 -0.35 -0.10 -0.23 -0.005
H -0.908406 -0.350597 -4.403504 -0.17 -0.03 0.31 -0.001
H -1.339770 -1.503814 -3.089790 0.12 0.34 -0.15 -0.003
H -1.860780 0.197084 -2.976829 0.22 -0.18 -0.22 0.002
C 0.899742 1.627011 -3.026420 0.01 0.29 0.02 0.004
H 1.862113 1.938833 -2.591445 -0.34 -0.14 -0.18 -0.003
H 0.960521 1.628903 -4.124198 -0.01 0.04 0.26 0.002
H 0.125974 2.334554 -2.690047 0.28 -0.23 -0.17 -0.001
C 1.751554 -1.108195 -3.204698 0.23 -0.23 -0.28 0.007
H 1.523180 -2.167262 -3.001768 0.09 0.37 -0.13 -0.005
H 1.776330 -0.940542 -4.291981 0.06 -0.12 0.29 0.001
H 2.738389 -0.877006 -2.771211 -0.39 -0.05 -0.18 0.000
C -1.438900 -0.926330 0.068573 -7.84 -7.65 -0.33 -0.031
O -2.483855 -1.339627 0.132779 -0.82 0.73 0.20 0.079
H 1.918570 0.652251 -0.122805 3.64 0.03 -0.65 -0.269
H -0.296240 1.410729 -0.246402 -3.13 7.87 -2.22 -0.310
C -0.933414 0.357635 4.924692 0.03 0.12 -0.14 0.001
C -0.721000 1.488293 4.139001 0.03 0.04 -0.02 -0.010
C -0.385854 1.327358 2.798867 -0.08 -0.50 0.61 0.011
N -0.266792 0.091216 2.266465 -0.43 -0.67 1.25 -0.019
C -0.467932 -1.018082 3.017663 -0.18 0.81 0.81 0.008
C -0.806717 -0.907339 4.361438 0.07 -0.28 -0.11 0.000
H -1.193380 0.463162 5.975480 0.04 -0.01 -0.21 0.000
H -0.811385 2.483293 4.568782 0.03 -0.20 -0.15 0.000
H -0.208658 2.207919 2.167540 -0.04 -0.52 0.03 0.002
H -0.358691 -2.010564 2.562322 -0.02 0.53 -0.02 -0.008
H -0.966266 -1.800520 4.962676 0.05 0.20 -0.17 0.000
```
Forces are in eV/Å.

Computed properties:
- multiplicity = 7
- total charge = +1
- lowest unoccupied orbital energy (alpha / beta) (eV) = -4.9 / -4.7
- ⟨S²⟩ = 12.3680
- energy above the lowest of the compared OMol25 structures with the same formula, charge and spin (eV) = 0.000


No. 5
Density functional theory data (wB97M-V/def2-TZVPD) for a cluster of 2 separate species, C9H18F6O3P in total at a distorted geometry.

Geometry as XYZ:
```
37
Properties=species:S:1:pos:R:3:forces:R:3:nbo_charge:R:1
C -1.544081 1.669260 1.367499 0.33 -0.11 -0.19 -0.251
O -1.600069 2.054444 0.017619 -0.61 0.12 0.04 -0.527
C -1.984958 1.031396 -0.869789 0.49 0.06 -0.16 -0.056
C -0.791362 0.131510 -1.202208 -0.18 0.05 -0.29 -0.430
C -1.137847 -1.234492 -1.773242 -0.14 -0.04 0.01 -0.401
C -1.920061 -2.166112 -0.857732 -0.03 0.42 0.15 -0.392
C -1.278323 -2.512149 0.492246 0.10 -0.47 -0.30 -0.399
C 0.247655 -2.746043 0.516715 -0.27 -0.08 0.47 -0.440
C 0.933028 -1.905674 1.590596 0.14 -0.15 -0.05 -0.062
O 2.277991 -1.544591 1.266151 -0.23 0.58 0.13 -0.520
C 2.537354 -0.202853 1.304548 3.07 0.78 0.12 0.625
O 3.681543 0.215835 1.436964 -2.62 -1.26 -0.29 -0.544
H -1.559551 0.583481 1.474812 -0.08 -0.20 0.03 0.147
H -0.601013 2.017230 1.778215 0.09 0.19 0.14 0.208
H -2.379178 2.086858 1.929113 -0.14 0.07 0.09 0.162
H -2.855870 0.475702 -0.510905 -0.08 -0.08 0.26 0.141
H -2.285426 1.546232 -1.778134 -0.19 0.02 -0.17 0.184
H -0.218180 0.659289 -1.957177 0.33 0.14 0.05 0.236
H -0.131471 0.064563 -0.343224 0.04 -0.11 0.25 0.205
H -1.740513 -1.089287 -2.670308 -0.06 0.01 -0.20 0.196
H -0.222895 -1.717026 -2.108492 0.15 -0.06 -0.08 0.202
H -2.189775 -3.069091 -1.399750 0.12 -0.22 -0.11 0.194
H -2.862804 -1.668969 -0.636783 -0.27 -0.09 0.04 0.196
H -1.568748 -1.771916 1.231350 0.12 0.29 0.11 0.195
H -1.746099 -3.436019 0.824535 -0.21 -0.07 0.17 0.200
H 0.724134 -2.616423 -0.446504 0.04 0.30 -0.17 0.225
H 0.404829 -3.782660 0.798821 0.18 -0.25 -0.21 0.200
H 0.990321 -2.491161 2.505922 0.01 0.00 0.20 0.175
H 0.349914 -1.021337 1.832577 -0.05 0.31 -0.16 0.174
H 1.683659 0.472698 1.164348 -0.13 -0.15 0.07 0.146
F 1.146640 2.325100 0.006163 -0.53 0.35 -0.45 -0.613
P 2.404043 3.145061 -0.710110 0.33 0.09 -0.05 2.602
F 2.461417 1.719456 -1.552568 0.59 -0.31 0.60 -0.602
F 3.017792 3.193097 0.816776 0.00 -0.83 -0.09 -0.592
F 4.003524 3.266013 -1.080584 -0.19 0.80 0.02 -0.593
F 1.580005 4.495947 -0.259073 0.70 0.34 0.08 -0.594
F 2.174374 3.822630 -2.198388 -0.82 -0.44 -0.05 -0.598
```
Forces are in eV/Å.

Computed properties:
- multiplicity = 1
- total charge = -1
- lowest unoccupied orbital energy (eV) = 2.8


No. 6
Density functional theory data (wB97M-V/def2-TZVPD) for the ion C9H18FN2 with charge +1 at a distorted geometry.

Geometry as XYZ:
```
30
Properties=species:S:1:pos:R:3:forces:R:3:nbo_charge:R:1
C 0.813914 0.213892 1.444785 0.07 -0.06 -0.06 -0.398
C 0.660225 -1.312721 1.391637 0.08 0.09 0.69 -0.211
C -1.206198 1.462614 0.433475 0.42 -0.01 0.21 -0.189
C -2.679635 -0.461224 -0.034743 1.81 -0.74 -0.13 -0.678
C 0.164189 0.756842 0.146703 -0.18 0.41 -0.01 -0.177
C 0.026812 -0.517498 -0.628097 -1.10 -1.28 0.39 0.830
C 2.481691 1.279069 -0.904853 -0.18 0.14 0.01 -0.619
C 0.331209 -2.945318 -0.509139 0.00 -0.56 -0.47 -0.428
C 1.065546 1.767461 -0.611751 0.17 -0.33 -0.03 -0.388
N 0.452472 -1.603112 -0.010384 -0.19 1.65 -0.98 -0.350
N -2.365326 0.949035 -0.333245 -0.63 0.36 -0.04 -0.510
F -0.197343 -0.521014 -1.935633 0.29 -0.08 0.85 -0.294
H 0.362078 0.628036 2.341842 -0.01 0.02 0.00 0.238
H 1.869034 0.476111 1.458035 -0.02 -0.02 0.02 0.236
H 1.544086 -1.834535 1.762010 -0.10 -0.01 -0.07 0.233
H -0.214791 -1.655226 1.957135 0.03 -0.02 -0.13 0.222
H -1.451534 1.338920 1.489977 -0.11 -0.03 -0.18 0.228
H -1.105951 2.531384 0.232000 -0.04 -0.06 0.00 0.224
H -3.348281 -0.884164 -0.763829 -0.23 0.10 -0.20 0.198
H -3.000557 -0.588098 0.989348 -0.15 0.24 0.12 0.184
H 2.483666 0.279121 -1.332263 0.08 -0.13 -0.08 0.204
H 3.100740 1.280982 -0.011625 0.08 -0.06 0.02 0.215
H 2.948973 1.948889 -1.622444 0.07 -0.01 -0.03 0.243
H -0.450647 -2.992652 -1.267198 0.00 0.04 0.08 0.241
H 1.271623 -3.278393 -0.951796 -0.04 0.01 0.07 0.235
H 0.071387 -3.608676 0.313971 -0.02 0.07 0.00 0.237
H 0.576153 2.006251 -1.558047 -0.11 0.13 0.01 0.215
H 1.125837 2.682900 -0.020630 -0.15 0.02 -0.02 0.227
H -3.152358 1.589383 -0.126247 0.29 -0.02 -0.28 0.407
H -2.177011 1.011736 -1.339005 -0.13 0.14 0.24 0.424
```
Forces are in eV/Å.

Computed properties:
- multiplicity = 1
- total charge = +1
- lowest unoccupied orbital energy (eV) = -3.1
- energy above the lowest of the compared OMol25 structures with the same formula, charge and spin (eV) = 0.000